Entry 1:
{
  "formula": "C56H74N8OP",
  "method": "ωB97M-V with the def2-TZVPD basis set",
  "homo_lumo_gap_ev": 7.344,
  "homo_energy_ev": -10.51,
  "total_charge": 1,
  "symbols": ["P", "O", "N", "N", "N", "N", "N", "N", "N", "N", "C", "C", "C", "C", "C", "C", "C", "C", "C", "C", "C", "C", "C", "C", "C", "C", "C", "C", "C", "C", "C", "C", "C", "C", "C", "C", "C", "C", "C", "C", "C", "C", "C", "C", "C", "C", "C", "C", "C", "C", "C", "C", "C", "C", "C", "C", "C", "C", "C", "C", "C", "C", "C", "C", "C", "C", "H", "H", "H", "H", "H", "H", "H", "H", "H", "H", "H", "H", "H", "H", "H", "H", "H", "H", "H", "H", "H", "H", "H", "H", "H", "H", "H", "H", "H", "H", "H", "H", "H", "H", "H", "H", "H", "H", "H", "H", "H", "H", "H", "H", "H", "H", "H", "H", "H", "H", "H", "H", "H", "H", "H", "H", "H", "H", "H", "H", "H", "H", "H", "H", "H", "H", "H", "H", "H", "H", "H", "H", "H", "H"],
  "xyz": [[-1.42, -6.60, 0.07], [0.43, -6.35, -2.30], [4.49, 2.26, 3.34], [-10.14, 4.14, 3.38], [5.09, -0.12, -2.61], [-0.05, 2.53, 3.34], [7.24, 8.56, -7.10], [-4.49, 5.16, 3.97], [-4.19, -9.27, -3.28], [5.86, 3.69, -4.22], [5.55, -0.80, -1.56], [-4.10, -10.59, -3.25], [0.07, -5.28, -1.85], [3.74, -2.87, 2.79], [-0.72, 3.64, 3.04], [4.21, -1.96, 1.64], [6.41, 2.48, -4.35], [5.82, 4.46, -5.31], [-1.96, -9.19, -4.15], [-5.51, 4.81, 4.75], [-11.05, 4.01, 4.34], [-1.15, 4.14, 5.33], [-9.82, 3.04, 2.69], [-3.06, -6.11, 0.59], [6.92, 2.00, -5.55], [1.89, -1.89, 0.54], [4.95, -0.79, -3.75], [-1.56, -0.17, 1.27], [5.62, 2.25, 2.63], [3.28, 2.30, 1.28], [0.07, 2.21, 4.63], [-6.84, 4.95, 4.39], [-2.90, -0.09, 0.55], [3.10, -1.08, 1.06], [-4.72, -3.52, 1.25], [8.27, 7.69, -5.12], [-3.00, -5.32, 1.91], [-4.36, -4.67, 2.20], [7.62, 7.54, -6.33], [5.74, -2.82, -2.79], [5.26, -2.14, -3.89], [7.53, 9.79, -6.66], [-11.67, 2.81, 4.66], [-2.97, -11.29, -3.65], [5.66, 2.26, 1.25], [-3.96, -2.21, 1.56], [5.89, -2.14, -1.59], [-4.79, 5.67, 2.77], [6.87, 2.81, -6.67], [-11.32, 1.68, 3.94], [-6.08, 5.85, 2.32], [-0.40, -0.74, 0.43], [-1.28, 4.48, 3.99], [3.35, 2.28, 2.66], [-0.49, -5.14, -0.44], [8.57, 8.97, -4.68], [-3.63, -1.41, 0.30], [-0.46, 2.98, 5.66], [-7.13, 5.49, 3.15], [-1.88, -10.58, -4.11], [6.30, 4.07, -6.55], [8.19, 10.04, -5.47], [-10.38, 1.80, 2.93], [0.56, -1.59, 1.26], [-3.13, -8.59, -3.73], [4.46, 2.28, 0.55], [-1.12, -4.26, -0.35], [7.26, 2.47, -7.62], [4.64, -2.58, 0.85], [-0.33, 2.68, 6.69], [-4.61, -1.60, 2.19], [-1.81, 5.37, 3.70], [8.55, 6.82, -4.54], [-1.69, -0.79, 2.17], [-7.63, 4.65, 5.06], [-11.30, 4.92, 4.88], [3.29, -3.80, 2.42], [4.58, -0.22, -4.60], [3.53, -0.51, 0.23], [6.61, 2.25, 0.73], [3.00, -2.34, 3.41], [2.44, 2.28, 3.25], [2.78, -0.35, 1.81], [0.11, -4.35, -2.44], [-3.57, 0.53, 1.15], [7.22, 10.60, -7.31], [-1.42, -7.58, -0.92], [-2.20, -4.56, 1.91], [6.26, -2.63, -0.70], [-3.10, -2.05, -0.42], [-0.78, -1.28, -0.44], [-0.78, -7.18, 1.18], [-1.13, -8.59, -4.51], [6.54, 2.23, 3.21], [-2.80, 0.43, -0.41], [-3.68, -7.00, 0.74], [2.31, 2.31, 0.78], [-4.59, -3.82, 0.20], [-5.12, -5.46, 2.11], [-1.57, 4.77, 6.10], [-8.16, 5.62, 2.84], [2.14, -2.95, 0.59], [-9.07, 3.17, 1.92], [-1.28, 0.83, 1.60], [8.39, 11.06, -5.17], [-12.40, 2.77, 5.45], [-3.46, -5.49, -0.21], [-3.24, -7.51, -3.75], [-5.79, -3.33, 1.36], [7.37, 6.56, -6.71], [7.36, 1.01, -5.60], [-11.79, 0.73, 4.15], [1.76, -1.66, -0.53], [-4.97, -11.12, -2.88], [-4.38, -4.28, 3.22], [-6.26, 6.28, 1.34], [4.44, 2.27, -0.53], [9.08, 9.13, -3.74], [-0.80, 3.88, 1.99], [0.75, -1.06, 2.20], [6.42, 1.87, -3.46], [-2.78, -6.03, 2.71], [0.20, 0.10, 0.06], [-10.08, 0.94, 2.34], [5.02, -1.33, 2.00], [-2.95, -12.37, -3.61], [0.06, -2.54, 1.54], [-3.05, -2.44, 2.12], [5.37, 5.44, -5.17], [6.24, 4.74, -7.40], [6.00, -3.87, -2.86], [-0.98, -11.09, -4.44], [0.62, 1.31, 4.85], [-3.94, 5.94, 2.15], [0.35, -5.00, 0.25], [-5.24, 4.40, 5.72], [4.57, -3.12, 3.45], [5.64, -0.22, -0.64], [5.14, -2.63, -4.85], [-4.58, -1.16, -0.19]],
  "lowdin_charge": [1.10, 0.04, 0.06, 0.05, 0.06, 0.04, 0.05, 0.05, 0.05, 0.06, -0.16, -0.15, -0.26, -0.10, -0.15, -0.26, -0.16, -0.16, -0.08, -0.15, -0.15, -0.07, -0.16, -0.33, -0.08, -0.19, -0.16, -0.20, -0.16, -0.09, -0.17, -0.07, -0.21, -0.21, -0.21, -0.07, -0.24, -0.20, -0.16, -0.07, -0.07, -0.16, -0.07, -0.07, -0.08, -0.20, -0.07, -0.16, -0.08, -0.08, -0.07, -0.20, -0.07, -0.16, -0.27, -0.08, -0.22, -0.07, -0.09, -0.07, -0.09, -0.07, -0.07, -0.21, -0.18, -0.09, 0.09, 0.11, 0.08, 0.10, 0.12, 0.08, 0.10, 0.10, 0.10, 0.11, 0.06, 0.11, 0.08, 0.10, 0.08, 0.07, 0.10, 0.14, 0.12, 0.10, 0.04, 0.10, 0.10, 0.10, 0.10, 0.05, 0.10, 0.10, 0.12, 0.11, 0.10, 0.10, 0.12, 0.11, 0.09, 0.08, 0.10, 0.09, 0.10, 0.10, 0.09, 0.10, 0.12, 0.07, 0.10, 0.11, 0.10, 0.11, 0.12, 0.10, 0.11, 0.10, 0.10, 0.11, 0.08, 0.12, 0.12, 0.10, 0.11, 0.11, 0.09, 0.10, 0.10, 0.10, 0.11, 0.11, 0.10, 0.10, 0.11, 0.10, 0.07, 0.09, 0.10, 0.12]
}

---

Entry 2:
{
  "formula": "C56H77N5O32",
  "method": "ωB97M-V with the def2-TZVPD basis set",
  "s_squared": 0.77,
  "homo_lumo_gap_ev": [2.264, 4.443],
  "multiplicity": 2,
  "homo_energy_ev": [-2.95, -5.13],
  "total_charge": -1,
  "symbols": ["O", "O", "O", "O", "O", "O", "O", "O", "O", "O", "O", "O", "O", "O", "O", "O", "O", "O", "O", "O", "O", "O", "O", "O", "O", "O", "O", "O", "O", "O", "O", "O", "N", "N", "N", "N", "N", "C", "C", "C", "C", "C", "C", "C", "C", "C", "C", "C", "C", "C", "C", "C", "C", "C", "C", "C", "C", "C", "C", "C", "C", "C", "C", "C", "C", "C", "C", "C", "C", "C", "C", "C", "C", "C", "C", "C", "C", "C", "C", "C", "C", "C", "C", "C", "C", "C", "C", "C", "C", "C", "C", "C", "C", "H", "H", "H", "H", "H", "H", "H", "H", "H", "H", "H", "H", "H", "H", "H", "H", "H", "H", "H", "H", "H", "H", "H", "H", "H", "H", "H", "H", "H", "H", "H", "H", "H", "H", "H", "H", "H", "H", "H", "H", "H", "H", "H", "H", "H", "H", "H", "H", "H", "H", "H", "H", "H", "H", "H", "H", "H", "H", "H", "H", "H", "H", "H", "H", "H", "H", "H", "H", "H", "H", "H", "H", "H", "H", "H", "H", "H"],
  "xyz": [[1.24, 0.60, 7.74], [6.46, -1.85, 1.02], [3.75, 1.44, -3.39], [2.93, 2.35, -0.92], [-3.45, -0.01, 1.36], [0.07, -2.47, -3.25], [1.98, -2.01, 2.52], [4.64, -7.27, -0.21], [0.00, 5.37, 1.55], [-4.07, -1.29, 6.53], [-3.87, -3.99, 1.06], [7.02, 0.14, -4.22], [1.31, -5.04, -4.06], [-1.30, 0.19, 3.06], [2.26, -0.81, -3.83], [3.74, -8.72, -2.30], [8.57, -0.07, 0.26], [-0.33, 5.76, -1.36], [-6.37, -1.01, 4.86], [-4.60, 2.64, -0.25], [-3.67, 3.14, 4.81], [-0.72, 1.56, -6.69], [-1.21, 4.27, 5.86], [-6.70, -1.77, -2.89], [4.49, 0.82, -5.29], [2.77, -3.42, -2.09], [-8.25, -0.39, -1.03], [5.07, -1.88, -3.46], [-2.93, 0.85, -1.81], [2.01, -4.06, 1.84], [-1.65, 3.42, 0.50], [-2.63, -0.30, -6.36], [1.13, 0.01, 4.85], [1.51, -3.15, 2.44], [-0.62, -4.21, -0.79], [1.00, 0.38, -0.23], [-3.01, 4.87, -2.42], [2.17, -5.59, -3.08], [3.66, -5.33, -1.07], [4.20, 1.70, -4.48], [0.28, -3.46, 3.23], [1.97, 0.92, 8.87], [-0.63, 4.70, 3.67], [5.84, -1.82, -1.23], [-2.52, -0.17, 3.55], [0.82, 1.42, -1.40], [5.91, -1.36, -2.65], [0.84, 0.46, -5.34], [-1.99, -3.82, -0.36], [0.65, 6.82, -1.31], [-4.17, 0.76, -1.71], [-6.33, 1.08, -0.53], [-0.24, -0.60, -0.04], [-4.95, -0.53, 3.11], [2.06, -0.73, -0.52], [-0.65, 5.40, -2.74], [-4.57, -4.44, 2.19], [-1.76, 4.28, -2.74], [-2.70, 3.24, 2.62], [-1.20, -1.39, -4.74], [1.61, 2.68, -1.14], [-2.77, -0.45, 4.89], [7.81, -0.49, -0.59], [6.64, -1.42, -0.29], [-1.42, -0.42, -5.65], [-1.67, 3.73, 1.68], [-3.99, -0.87, 5.40], [1.60, 1.29, 5.45], [4.28, 3.15, -4.89], [-2.74, -3.74, -1.69], [1.06, -0.58, -4.47], [3.88, -6.62, -1.15], [0.06, -1.58, -4.09], [-1.72, 3.56, -4.09], [2.38, -6.94, -3.07], [-4.87, -0.29, -2.51], [-2.73, 3.51, 3.98], [-3.60, -0.23, 2.52], [-0.69, 4.52, 2.34], [1.17, 1.08, 1.13], [6.95, -0.29, -2.94], [-5.11, -0.81, 4.44], [-1.53, 4.20, 4.69], [1.34, 2.44, 4.50], [-5.09, 1.46, -0.81], [0.84, 1.60, 6.82], [-6.12, -0.76, -2.18], [-0.42, 0.61, -6.01], [7.83, 0.00, -2.00], [-7.04, -0.04, -1.25], [3.37, -7.53, -2.18], [-2.73, -4.71, 0.69], [2.80, -4.62, -2.11], [-7.50, -2.04, -2.43], [1.76, -7.38, -3.84], [0.23, 4.98, -3.22], [-2.04, -2.01, -4.49], [3.09, -0.39, -0.62], [1.66, 3.31, 5.07], [0.22, -4.53, 3.42], [1.12, 0.89, -2.30], [0.04, -1.63, 0.16], [-3.82, -3.69, -1.57], [-0.23, 1.69, 6.68], [4.91, -2.31, -0.98], [-2.54, -2.91, -2.37], [4.81, 3.74, -4.14], [4.59, -8.22, -0.35], [4.37, -4.78, -0.46], [-0.83, -0.13, 0.74], [2.93, -0.22, -4.17], [1.23, -4.12, -3.81], [-3.43, 2.97, 5.72], [-6.94, 1.70, 0.11], [2.13, 1.60, 1.09], [1.15, 0.32, 1.90], [2.16, -1.33, 0.39], [-1.96, -4.91, 1.43], [1.86, -0.31, 4.24], [-5.85, -0.38, 2.52], [-4.27, -0.86, -3.21], [1.34, 1.66, 9.36], [-0.73, 0.13, 3.83], [1.76, -1.33, -1.38], [2.91, 1.43, 8.66], [-1.02, 6.20, -3.38], [-4.93, -5.46, 2.08], [-1.91, -2.87, 0.16], [2.12, 0.04, 9.49], [-3.83, 2.89, -0.76], [1.18, 2.53, 7.28], [-0.88, 2.88, -4.25], [-2.49, -4.63, -2.27], [1.41, 3.28, -0.25], [-1.55, 3.51, -1.99], [-1.78, 4.20, -4.97], [-3.52, 2.67, 2.21], [0.48, 7.48, -0.46], [3.25, 3.51, -4.86], [0.30, 1.74, 1.20], [3.33, 2.08, -1.75], [0.15, 5.42, 3.89], [-3.89, -4.16, 3.00], [-3.10, 5.62, -3.09], [-2.96, 5.39, -1.56], [6.21, 0.07, -4.74], [-2.46, 0.36, -7.04], [-0.28, -3.58, -1.50], [-1.87, -0.43, 5.49], [-0.80, -0.69, -0.97], [-0.63, -5.16, -1.15], [0.29, 2.41, 4.22], [1.89, 2.30, 3.57], [-0.26, 1.56, -1.38], [6.54, -1.10, 1.61], [4.71, 3.24, -5.88], [1.02, -0.55, 5.69], [1.44, 3.39, -1.95], [8.58, 0.73, -2.26], [2.68, 1.26, 5.62], [1.67, 6.46, -1.45], [-2.57, 2.89, -4.10], [0.47, -2.95, 4.18], [-5.53, -3.96, 2.40], [0.54, 7.46, -2.18], [-3.18, -5.67, 0.44], [-0.69, -3.20, 2.81], [-0.28, 5.34, 0.63], [-6.31, -1.51, 5.68], [1.70, 1.05, -5.61]],
  "lowdin_charge": [-0.22, 0.05, -0.03, -0.06, 0.16, -0.05, 0.00, 0.07, 0.11, 0.12, -0.21, 0.10, 0.08, 0.07, 0.02, 0.06, 0.09, -0.23, 0.10, 0.06, 0.11, 0.01, 0.10, 0.08, -0.03, 0.13, 0.05, 0.10, 0.10, 0.11, 0.13, 0.01, 0.07, -0.41, 0.05, -0.21, 0.05, -0.15, 0.09, -0.81, 0.06, -0.13, 0.04, 0.06, -0.17, -0.02, -0.21, 0.05, -0.38, -0.10, -0.28, 0.06, 0.03, 0.11, 0.02, -0.15, -0.11, -0.45, 0.10, 0.02, -0.26, 0.05, -0.30, -0.23, -0.22, -0.33, -0.39, -0.37, -0.01, -0.05, -0.23, -0.26, -0.40, -0.04, 0.07, 0.11, -0.21, -0.32, -0.25, 0.00, -0.23, -0.23, -0.31, -0.06, -0.22, -0.15, -0.21, -0.45, 0.06, -0.25, -0.31, -0.20, -0.27, 0.10, 0.13, 0.11, 0.11, 0.10, 0.09, 0.10, 0.12, 0.07, 0.07, 0.12, 0.11, 0.06, 0.07, 0.09, 0.13, 0.07, 0.04, 0.06, 0.13, 0.13, 0.10, 0.07, 0.06, 0.10, 0.06, 0.13, 0.13, 0.09, 0.05, 0.08, 0.09, 0.12, 0.09, 0.11, 0.09, 0.06, 0.12, 0.07, 0.09, 0.11, 0.10, 0.09, 0.11, 0.09, 0.07, 0.09, 0.04, 0.14, 0.09, 0.07, 0.07, 0.07, 0.07, 0.03, 0.12, 0.09, 0.07, 0.06, 0.08, 0.11, 0.10, 0.07, 0.07, 0.12, 0.13, 0.14, 0.09, 0.08, 0.09, 0.08, 0.08, 0.13, 0.09, 0.07, 0.11, 0.11]
}